(1)
C15H14N4O5S4SbTa | the ωB97M-V functional and the def2-TZVPD basis

## Properties
- E: -83413.002 eV
- Gap between HOMO and LUMO: 6.92 eV

Last column: Mulliken charge in e.
Positions of all 44 atoms, in Å:
Ta  0.03435  -0.54296  -0.34012  1.457
O  1.40576  0.21741  3.46723  -0.621
C  1.35197  -0.07869  2.30501  0.301
O  0.29104  -0.53514  1.67484  -0.646
C  2.55701  0.05333  1.40740  0.926
C  3.79295  0.35660  1.99100  -0.952
C  4.87283  0.50242  1.17735  -0.592
C  4.71393  0.37130  -0.21650  1.137
C  5.80373  0.54526  -1.09985  -0.858
C  5.62591  0.45193  -2.44791  -0.563
C  4.34325  0.18112  -2.96355  -0.969
C  3.27435  -0.00653  -2.13471  0.025
C  3.42709  0.07703  -0.73603  0.113
N  2.35790  -0.10052  0.11240  0.236
H  3.83032  0.46416  3.06460  0.534
H  5.85254  0.73128  1.57852  0.433
H  6.77704  0.76292  -0.67812  0.387
H  6.45973  0.59418  -3.12197  0.391
H  4.19114  0.13071  -4.03336  0.462
H  2.30454  -0.19951  -2.55795  0.100
S  1.05956  2.53884  -3.99339  -0.520
Sb  -0.58226  1.73105  -2.73291  0.959
S  -0.06196  -0.80389  -2.63730  -0.664
S  0.10597  1.86801  -0.38156  -0.536
S  -2.80432  1.88448  -2.85028  -0.529
C  -4.73606  1.94962  1.12621  -1.338
C  -3.96889  0.82656  0.52430  0.600
C  -4.37771  -0.29099  -0.17731  -0.932
C  -3.21994  -0.94525  -0.59110  0.728
N  -2.14428  -0.26639  -0.14250  0.149
N  -2.63725  0.79382  0.54368  0.216
C  -3.16474  -2.17801  -1.42241  -1.338
H  -5.79620  1.71107  1.14457  0.354
H  -4.59634  2.85288  0.53019  0.295
H  -4.40432  2.15280  2.14413  0.350
H  -5.38958  -0.58232  -0.39894  0.420
H  -1.99674  1.53982  0.78251  0.195
H  -4.11370  -2.29074  -1.94243  0.408
H  -2.99818  -3.05715  -0.80249  0.235
H  -2.36594  -2.12167  -2.15950  0.216
O  1.23517  -2.45927  -0.23339  -0.521
N  0.29422  -3.10892  0.35056  1.141
O  0.45941  -4.15029  0.89208  -0.593
O  -0.83580  -2.50986  0.30408  -0.597

(2)
C5H21N3O3 | the ωB97M-V functional and the def2-TZVPD basis

## Properties
- E: -16121.730 eV
- Net charge: +2
- Gap between HOMO and LUMO: 10.84 eV

Last column: Mulliken charge in e.
Positions of all 32 atoms, in Å:
C  -1.12198  1.62601  -1.97398  -1.593
C  -0.49316  0.78661  -0.92262  0.782
C  -1.32610  -0.42226  -0.49815  -0.681
C  -0.53560  -1.48359  0.20542  -0.821
N  1.92664  -3.15046  -2.02198  -0.228
C  1.33710  -2.28331  -1.25591  0.262
N  0.08015  -2.48930  -0.70492  -0.119
N  -0.18810  1.63372  0.38960  -0.221
H  -0.40635  2.38269  -2.36234  0.420
H  -1.40993  0.87223  -2.77729  0.397
H  -2.12161  2.10066  -1.75728  0.409
H  0.53787  0.35769  -1.19426  -0.205
H  -2.27668  -0.06829  0.05333  0.400
H  -1.95995  -0.85962  -1.35343  0.430
H  -1.39169  -2.10188  0.72131  0.246
H  0.11656  -1.04496  0.95842  0.367
H  1.52890  -3.99198  -2.16513  0.215
H  2.84701  -3.01450  -2.39570  0.257
H  1.88206  -1.32050  -1.07733  0.317
H  -0.55549  -3.30048  -0.77849  0.329
H  -0.51333  2.71496  0.08854  0.440
H  0.69777  1.50597  0.53093  0.292
H  -0.75218  1.45018  1.16791  0.249
H  0.03548  1.73466  4.60108  0.320
H  0.93530  2.60873  3.73813  0.328
O  0.12262  1.92176  3.67422  -0.627
H  3.58036  2.34454  -0.68073  0.333
H  2.58719  3.44981  -1.01810  0.338
O  2.62457  2.54200  -0.50958  -0.645
H  -3.12711  -0.87135  2.61279  0.275
H  -2.24227  0.26761  2.92862  0.246
O  -2.48273  -0.27809  2.23430  -0.514

(3)
C8H9OS | the ωB97M-V functional and the def2-TZVPD basis

## Properties
- E: -21311.546 eV
- Net charge: +1
- Gap between HOMO and LUMO: 8.11 eV

Last column: Mulliken charge in e.
Positions of all 19 atoms, in Å:
C  -0.66083  1.66738  -0.25293  -0.882
C  -1.80138  0.99216  -0.60500  -0.317
C  1.78237  1.45814  -0.29821  -0.550
C  1.35422  -0.80180  1.20739  -0.167
C  0.60116  0.94022  -0.14730  0.651
C  -1.86774  -0.46078  -0.68935  -0.881
C  -0.86511  -1.15273  0.16022  -1.089
C  0.54067  -0.66799  0.00166  0.511
O  2.62738  -0.77927  1.24755  -0.202
S  3.57102  -0.32982  0.10274  0.004
H  -0.54761  2.66638  -0.17144  0.562
H  -2.69705  1.48240  -0.72232  0.506
H  2.64256  2.06168  -0.20902  0.533
H  0.96560  -1.30020  2.11068  0.420
H  -2.86761  -0.69757  -0.39043  0.430
H  -1.76310  -0.81640  -1.65085  0.375
H  -1.14478  -0.93864  1.22277  0.372
H  -1.06691  -2.29955  0.02984  0.305
H  1.19716  -1.02362  -0.94600  0.420

(4)
C22H17N4O8S | the ωB97M-V functional and the def2-TZVPD basis

## Properties
- E: -56255.964 eV
- Net charge: -1
- Gap between HOMO and LUMO: 3.44 eV

Last column: Mulliken charge in e.
Positions of all 52 atoms, in Å:
C  2.37577  4.08371  -3.18738  -1.463
C  2.34023  2.67238  -2.67826  1.152
C  3.52070  2.01009  -2.31462  -0.661
C  3.48480  0.71609  -1.80160  -0.394
C  2.24193  0.08828  -1.64006  0.238
S  2.14272  -1.49168  -0.83604  1.271
O  1.20049  -2.37484  -1.46629  -0.714
O  3.45667  -1.91408  -0.44674  -0.651
N  1.27968  -1.04422  0.59603  0.219
C  1.85774  -0.30861  1.65350  0.234
C  3.06716  0.35689  1.73679  -0.048
C  3.36419  1.01418  2.94018  -0.509
N  4.51217  1.87190  2.94079  0.938
O  4.83586  2.49900  3.97573  -0.625
O  5.15661  1.97038  1.86222  -0.601
C  2.48847  0.92280  4.07498  -0.654
C  1.29475  0.20896  3.97603  -0.326
C  0.95731  -0.36893  2.74581  0.132
C  -0.18048  -1.14562  2.28096  -0.779
N  -1.25829  -1.57235  3.07128  1.023
O  -1.32581  -1.20924  4.27058  -0.647
O  -2.11796  -2.31954  2.53465  -0.585
C  0.03168  -1.50223  0.95457  -0.769
C  1.06658  0.70972  -2.05570  -0.646
C  1.12258  2.00111  -2.56256  -0.889
H  1.35933  4.48371  -3.24481  0.345
H  2.96989  4.72435  -2.52710  0.351
H  2.82324  4.13856  -4.18683  0.312
H  4.48021  2.51915  -2.41806  0.378
H  4.39405  0.20774  -1.48340  0.497
H  3.75807  0.42340  0.90351  0.483
H  2.76315  1.43795  4.99467  0.457
H  0.62243  0.08551  4.82169  0.532
H  -0.51413  -2.22435  0.37512  1.427
H  0.10950  0.20663  -1.94538  0.403
H  0.19985  2.50271  -2.85922  0.416
C  -2.45699  -1.06894  -0.78190  -0.456
N  -2.70089  0.18733  -1.28700  0.523
O  -1.90847  0.96550  -1.84176  -0.764
O  -3.97112  0.55168  -1.20094  -0.581
C  -3.65543  -1.66126  -0.36852  0.369
C  -4.74105  -0.71582  -0.13326  0.118
C  -6.05006  -1.08687  -0.62135  -0.956
C  -6.28035  -2.38727  -1.01542  -0.092
C  -5.24897  -3.36050  -0.98611  -0.618
C  -3.95602  -3.01720  -0.60292  -0.436
H  -1.54421  -1.59871  -1.08135  0.498
H  -4.66478  -0.03311  0.71152  0.259
H  -6.82835  -0.31859  -0.61701  0.350
H  -7.26886  -2.71150  -1.35850  0.326
H  -5.47046  -4.38704  -1.29055  0.297
H  -3.13515  -3.73723  -0.57997  0.313

Energy above the lowest of the compared OMol25 structures with the same formula, charge and spin across the listed records, respectively: 0.00, 32.37, 33.79, 0.00 kcal/mol.
LUMO across the listed records, respectively: -1.63, -6.52, -5.36, 0.76 eV.